No. 1
ORCA calculation (ωB97M-V/def2-TZVPD) on C18H24N2OPdS3 as an isolated structure.

Structure (XYZ):
```
49
Properties=species:S:1:pos:R:3:lowdin_charge:R:1
Pd -1.606 -0.680 0.483 -0.07
C 1.839 -0.563 1.674 -0.13
N 1.398 -0.781 0.344 -0.19
C 1.844 0.211 -0.578 -0.22
C 1.202 0.208 -1.965 -0.15
N -0.266 0.370 -1.969 -0.18
C -0.938 -0.673 -2.653 -0.14
C -0.728 1.634 -1.808 -0.22
C 0.162 2.767 -1.911 -0.07
C -0.283 4.081 -1.873 -0.16
C -1.639 4.329 -1.631 -0.17
C -2.506 3.283 -1.333 -0.19
C -2.094 1.952 -1.234 -0.66
S -3.087 0.810 -0.461 0.48
C 1.720 -2.185 0.029 -0.28
C 2.747 -2.436 -0.819 -0.07
C 3.092 -3.751 -1.213 -0.13
C 2.276 -4.739 -0.740 -0.17
C 1.202 -4.504 0.075 -0.15
C 0.831 -3.198 0.458 -0.65
S -0.704 -2.892 1.250 0.44
H 1.458 0.363 2.113 0.08
H 2.997 -0.478 1.720 0.10
H 1.548 -1.408 2.199 0.03
H 2.964 0.257 -0.636 0.11
H 1.605 1.131 0.006 0.13
H 1.461 -0.766 -2.367 0.11
H 1.671 0.912 -2.568 0.07
H -0.653 -0.784 -3.718 0.07
H -2.033 -0.487 -2.695 0.05
H -0.922 -1.646 -2.017 0.10
H 1.162 2.540 -2.196 0.06
H 0.487 4.850 -2.027 0.08
H -2.030 5.357 -1.682 0.08
H -3.563 3.538 -1.128 0.09
H 3.241 -1.561 -1.278 0.10
H 3.867 -3.980 -1.958 0.08
H 2.413 -5.727 -1.190 0.09
H 0.578 -5.292 0.344 0.06
C -1.490 -0.183 4.034 -0.30
S -2.893 0.933 4.076 0.77
C -2.499 1.952 2.690 -0.34
O -2.765 1.856 5.271 -0.63
H -1.405 -0.369 2.872 0.01
H -1.756 -1.085 4.569 0.03
H -0.648 0.392 4.400 0.04
H -2.874 1.516 1.725 -0.06
H -1.419 2.032 2.456 0.06
H -2.962 2.897 2.860 0.03
```

Values from the calculation:
**Gap between HOMO and LUMO**: 4.851 eV
**Maximum force**: 0.07961 Eh/bohr
**HOMO energy**: 0.2 eV
**Calculated total energy**: -60067.00595 eV
**Total charge**: -2
**Lowest unoccupied orbital energy**: 0.186 Ha
**Energy above the lowest of the compared OMol25 structures with the same formula, charge and spin**: 12.3 kcal per mole

---

No. 2
ORCA calculation (ωB97M-V/def2-TZVPD) on C4H4Cl2CoLuN2O3S as an isolated structure.

Structure (XYZ):
```
18
Properties=species:S:1:pos:R:3:lowdin_spin:R:1
Lu -1.360 1.520 -1.396 0.01
Co 0.208 -0.392 -0.054 2.61
Cl 1.097 1.734 -1.156 0.07
Cl -1.665 -0.953 -1.429 0.13
C -0.596 -1.206 1.285 0.07
C -1.420 3.919 -1.392 0.00
C -3.576 2.462 -1.354 0.00
O -1.419 -1.741 1.909 0.05
O -1.321 5.070 -1.313 0.00
O -4.667 2.843 -1.300 0.00
N 1.841 -3.296 1.463 0.07
C 2.625 -2.315 0.946 0.09
N 3.781 -1.989 1.543 0.02
S 2.090 -1.418 -0.458 0.87
H 2.256 -3.998 2.081 0.00
H 1.039 -3.579 0.887 0.00
H 4.297 -1.176 1.215 0.00
H 4.240 -2.614 2.223 0.00
```

Values from the calculation:
**Gap between HOMO and LUMO (alpha / beta)**: 8.844 / 5.965 eV
**Maximum force**: 0.21701 Eh/bohr
**Spin multiplicity**: 5
**HOMO energy (alpha / beta)**: -25.5 / -25.3 eV
**Calculated total energy**: -120414.76298 eV
**Total charge**: +4
**Lowest unoccupied orbital energy (alpha / beta)**: -0.612 / -0.712 Ha
**Energy above the lowest of the compared OMol25 structures with the same formula, charge and spin**: 0.0 kcal per mole

---

No. 3
ORCA calculation (ωB97M-V/def2-TZVPD) on a 2-piece molecular cluster, C4H9BrO3S overall.

Structure (XYZ):
```
18
Properties=species:S:1:pos:R:3:lowdin_charge:R:1
C 0.126 -2.056 -0.316 -0.08
C 1.580 3.122 0.423 -0.12
C -1.235 -1.567 0.151 -0.30
C -1.651 -0.307 -0.433 -0.46
O 0.124 1.752 -1.343 -0.38
O 1.691 0.510 0.052 -0.36
O -0.341 1.458 1.012 -0.39
S 0.717 1.585 -0.018 0.41
Br -3.212 0.477 0.020 0.98
H 0.880 -1.288 -0.127 0.05
H 0.400 -2.956 0.223 0.08
H 0.125 -2.272 -1.380 0.09
H 1.337 3.852 -0.334 0.05
H 1.218 3.417 1.397 0.05
H 2.633 2.888 0.448 0.05
H -2.018 -2.306 -0.091 0.14
H -1.268 -1.495 1.247 0.15
H -1.046 0.250 -1.153 0.04
```

Values from the calculation:
**Gap between HOMO and LUMO**: 6.790 eV
**Maximum force**: 0.02364 Eh/bohr
**HOMO energy**: -9.3 eV
**Calculated total energy**: -91311.39116 eV
**Lowest unoccupied orbital energy**: -0.090 Ha
**Energy above the lowest of the compared OMol25 structures with the same formula, charge and spin**: 39.7 kcal per mole

---

No. 4
ORCA calculation (ωB97M-V/def2-TZVPD) on a 7-piece molecular cluster, C45H94F3N8O3S overall.

Structure (XYZ):
```
154
Properties=species:S:1:pos:R:3:lowdin_charge:R:1
C -1.448 -0.503 -0.339 -0.58
F -1.928 -1.742 -0.727 0.05
F -1.555 0.380 -1.335 0.12
F -2.448 -0.270 0.523 0.09
S 0.309 -0.734 0.408 0.49
O 0.593 0.548 1.064 -0.33
O 0.186 -1.857 1.336 -0.33
O 1.152 -1.025 -0.773 -0.36
C -4.511 -4.017 1.374 -0.06
C -3.435 -4.316 2.387 -0.16
N -3.504 -3.514 3.655 -0.02
C -2.426 -2.714 4.025 0.00
C -2.703 -2.387 5.303 -0.03
N -4.002 -2.710 5.683 -0.06
C -4.454 -3.534 4.674 0.07
C -4.715 -2.306 6.890 0.02
H -4.390 -3.109 0.783 0.05
H -5.453 -4.012 1.923 0.08
H -4.494 -4.851 0.673 0.09
H -2.433 -4.418 1.971 0.13
H -3.576 -5.385 2.547 0.13
H -1.543 -2.514 3.437 0.13
H -2.233 -1.618 5.899 0.14
H -5.418 -3.992 4.508 0.17
H -5.435 -1.500 6.753 0.11
H -3.979 -2.090 7.664 0.11
H -5.270 -3.118 7.360 0.11
C 4.596 -2.785 -0.302 -0.05
C 3.339 -3.324 0.410 -0.13
N 2.719 -4.434 -0.400 -0.03
C 3.283 -5.674 -0.721 0.03
C 2.317 -6.442 -1.404 0.01
N 1.279 -5.623 -1.655 -0.10
C 1.455 -4.426 -0.961 0.04
C 0.021 -6.034 -2.278 0.01
H 5.193 -3.464 -0.911 0.09
H 5.269 -2.265 0.379 0.08
H 4.144 -1.982 -0.884 0.06
H 2.605 -2.571 0.698 0.09
H 3.730 -3.908 1.244 0.12
H 4.177 -5.866 -0.146 0.14
H 2.211 -7.493 -1.627 0.15
H 0.710 -3.645 -0.921 0.13
H -0.096 -7.117 -2.239 0.11
H -0.065 -5.629 -3.286 0.09
H -0.895 -5.671 -1.812 0.10
C -4.979 1.888 1.638 -0.12
C -5.541 2.379 0.351 -0.22
C -6.868 1.596 0.057 -0.02
N -6.697 0.398 -1.025 -0.21
C -7.962 -0.402 -1.196 0.01
C -5.606 -0.715 -0.712 -0.06
C -4.877 -1.097 -2.040 -0.14
C -5.599 -0.348 -3.180 -0.13
C -6.326 0.880 -2.433 -0.07
H -5.679 1.553 2.404 0.09
H -4.577 2.794 2.090 0.09
H -4.195 1.159 1.435 0.05
H -4.763 2.190 -0.389 0.10
H -5.674 3.461 0.357 0.13
H -7.500 2.275 -0.515 0.13
H -7.441 1.210 0.901 0.13
H -8.737 0.353 -1.325 0.12
H -8.165 -1.136 -0.417 0.11
H -7.922 -0.971 -2.125 0.11
H -6.017 -1.580 -0.191 0.11
H -4.834 -0.316 -0.054 0.09
H -4.829 -2.148 -2.324 0.12
H -3.854 -0.720 -2.042 0.08
H -6.311 -0.947 -3.747 0.11
H -5.013 0.071 -3.999 0.11
H -7.242 1.069 -2.992 0.13
H -5.641 1.728 -2.393 0.12
C 4.002 4.431 7.153 -0.09
C 5.202 3.488 6.850 -0.18
C 4.666 2.001 6.502 -0.09
N 4.081 1.679 5.093 -0.20
C 5.096 2.211 3.972 0.07
C 3.599 0.260 4.869 -0.09
C 2.759 0.271 3.562 -0.16
C 1.979 1.550 3.783 -0.16
C 2.682 2.423 4.859 -0.05
H 3.344 4.605 6.302 0.06
H 4.401 5.443 7.221 0.08
H 3.776 4.182 8.190 0.09
H 5.844 3.487 7.731 0.12
H 5.859 3.891 6.078 0.09
H 4.011 1.736 7.332 0.13
H 5.484 1.308 6.700 0.13
H 6.091 1.782 4.092 0.11
H 5.119 3.289 4.131 0.09
H 4.753 2.104 2.943 0.07
H 4.474 -0.380 4.763 0.14
H 3.012 0.008 5.753 0.14
H 3.358 0.118 2.664 0.10
H 2.159 -0.631 3.438 0.11
H 1.712 2.073 2.864 0.08
H 1.033 1.293 4.260 0.12
H 2.835 3.450 4.528 0.12
H 2.290 2.264 5.864 0.13
C -2.124 2.489 -7.517 -0.05
C -1.101 2.059 -6.462 -0.28
C -1.028 0.624 -6.268 -0.14
N 0.112 -0.087 -5.405 -0.19
C 0.525 0.849 -4.225 0.02
C 1.323 -0.497 -6.242 -0.07
C 1.657 -1.859 -5.636 -0.17
C 0.435 -2.566 -5.165 -0.13
C -0.438 -1.380 -4.651 -0.05
H -1.760 2.192 -8.501 0.10
H -2.549 3.490 -7.442 0.10
H -3.016 1.934 -7.227 0.08
H -1.398 2.649 -5.595 0.12
H -0.069 2.239 -6.764 0.12
H -1.136 0.092 -7.213 0.15
H -1.970 0.386 -5.774 0.12
H 0.961 1.709 -4.733 0.10
H 1.133 0.213 -3.581 0.09
H -0.418 1.135 -3.759 0.10
H 2.133 0.198 -6.017 0.13
H 1.094 -0.458 -7.306 0.14
H 2.268 -1.658 -4.756 0.11
H 2.346 -2.342 -6.329 0.14
H 0.686 -3.235 -4.342 0.11
H -0.010 -3.087 -6.013 0.13
H -0.442 -1.301 -3.564 0.11
H -1.455 -1.448 -5.036 0.12
C 6.894 1.503 -0.438 -0.04
C 5.325 1.650 -0.401 -0.21
C 4.773 2.870 -1.141 -0.14
N 3.294 3.033 -1.136 -0.25
C 2.517 1.934 -1.931 0.04
C 2.743 3.152 0.297 -0.08
C 1.557 4.202 0.239 -0.14
C 1.425 4.653 -1.192 -0.14
C 2.924 4.440 -1.741 -0.03
H 7.151 1.570 -1.496 0.08
H 7.231 0.555 -0.019 0.08
H 7.307 2.438 -0.061 0.08
H 4.909 1.527 0.599 0.08
H 4.903 0.816 -0.963 0.09
H 4.849 2.945 -2.225 0.14
H 5.176 3.822 -0.794 0.14
H 2.898 0.922 -1.795 0.09
H 2.675 2.283 -2.951 0.10
H 1.504 2.015 -1.537 0.09
H 2.337 2.210 0.666 0.09
H 3.524 3.471 0.987 0.12
H 0.586 3.814 0.548 0.11
H 1.715 5.097 0.841 0.12
H 0.761 4.064 -1.825 0.10
H 1.023 5.642 -1.410 0.13
H 3.025 4.549 -2.821 0.14
H 3.554 5.186 -1.256 0.14
```

Values from the calculation:
**Gap between HOMO and LUMO**: 10.268 eV
**Maximum force**: 0.07721 Eh/bohr
**HOMO energy**: -19.3 eV
**Calculated total energy**: -85190.05980 eV
**Total charge**: +5
**Lowest unoccupied orbital energy**: -0.333 Ha
**Energy above the lowest of the compared OMol25 structures with the same formula, charge and spin**: 124.8 kcal per mole